Formula: C2HClFN3
Source: OMol25
Level of theory: ωB97M-V with the def2-TZVPD basis set

The value obtained for the largest force on an atom is 4.908 eV/A. The calculation puts the highest occupied orbital energy at -11.5 eV. The spin multiplicity is 1. Its net charge is 0. Its LUMO energy is -0.996 eV. The calculation puts the total energy at -800.889532 hartree. The value obtained for the HOMO-LUMO gap is 10.54 eV. As for the relative energy (zero: lowest compared OMol25 entry of this formula, charge and spin): 125.2 kcal per mole.

Geometry as XYZ:
```
8
Properties=species:S:1:pos:R:3:forces:R:3
C -2.14218 0.57652 0.16397 1.092 -1.350 0.178
C 0.14712 0.62138 0.00732 3.997 0.440 -2.371
N -1.62631 0.51160 1.35107 -1.693 -0.556 0.955
N -1.01864 1.22980 -0.46208 -0.832 1.611 -2.386
N -0.54234 1.35655 0.92822 0.496 1.034 1.176
F 1.68919 1.54365 -0.66554 -3.991 -2.249 1.761
Cl -3.60804 -0.03962 -0.49706 1.253 0.632 0.491
H 0.54322 -0.39648 -0.06499 -0.322 0.436 0.196
```
Positions in Å, forces in eV/Å.